--- one ---
Here is the molecule C4H9NOS from the OMol25 dataset. Energies are from the ωB97M-V functional and the def2-TZVPD basis.

```
! RIJCOSX wB97M-V def2-TZVPD def2/J DEFGRID3
* xyz 0 1
S -1.97 1.07 2.54
O 2.10 -0.80 0.64
N 1.06 -0.93 -1.37
C -0.47 0.30 2.01
C 1.06 -0.63 -0.04
C -0.27 -0.05 0.53
C 0.13 -0.29 -2.30
H -0.91 -0.71 -2.24
H -1.71 2.26 2.18
H 0.30 1.10 2.22
H -0.78 0.86 -0.05
H -0.13 -0.59 2.69
H -0.93 -1.01 0.34
H 0.40 -0.27 -3.42
H 1.98 -1.17 -1.71
H 0.16 0.87 -2.02
*
```

## Properties
gap between HOMO and LUMO	10.0	eV
E_HOMO	-0.3407	hartree
SMILES	CNC(=O)CCS

***

--- two ---
Here is the molecule C4H9NOS from the OMol25 dataset. Energies are from the ωB97M-V functional and the def2-TZVPD basis.

```
! RIJCOSX wB97M-V def2-TZVPD def2/J DEFGRID3
* xyz 0 1
S 1.68 2.27 -1.43
O -0.34 -3.21 1.46
N -0.66 -1.22 0.88
C -0.59 0.80 -0.74
C -0.27 0.15 0.69
C 0.04 -2.12 1.69
C 0.67 0.69 -1.57
H -1.33 0.14 -1.37
H 1.42 2.78 -0.30
H 0.41 0.66 -2.64
H -1.49 -1.64 0.45
H -1.09 1.76 -0.70
H 0.65 -1.75 2.56
H 1.27 -0.18 -1.41
H 0.82 0.33 1.11
H -1.17 0.55 1.31
*
```

## Properties
gap between HOMO and LUMO	9.9	eV
E_HOMO	-0.3315	hartree
SMILES	O=CNCCCS

***

Most stable structure, least stable structure: one, two.

***

--- one ---
Here is a cluster of 3 separate species, C6H18O3 in total from the OMol25 dataset. Energies are from the ωB97M-V functional and the def2-TZVPD basis.

```
! RIJCOSX wB97M-V def2-TZVPD def2/J DEFGRID3
* xyz 0 1
O -0.17 -3.05 -2.40
O 0.61 0.91 1.28
O -0.67 2.95 -0.27
C -0.76 5.23 0.49
C -0.16 -0.25 1.11
C -1.55 3.96 0.28
C 1.87 -4.39 -2.00
C 0.86 -3.42 -1.45
C 0.11 -1.21 2.26
H -2.43 4.09 -0.36
H 0.26 -0.67 3.19
H -1.24 -0.05 1.04
H 2.75 -4.38 -1.34
H -0.91 -3.64 -2.28
H 1.33 -2.50 -1.11
H 2.23 -4.12 -3.00
H -1.38 5.98 0.99
H -0.41 5.61 -0.47
H 0.99 -1.83 2.08
H -1.89 3.56 1.23
H -0.99 2.59 -1.09
H 0.05 5.04 1.19
H 1.54 -5.42 -2.03
H 0.09 -0.78 0.18
H 0.33 -3.88 -0.61
H 0.26 1.60 0.70
H -0.72 -1.91 2.40
*
```

## Properties
gap between HOMO and LUMO	10.3	eV
E_HOMO	-0.3544	hartree
SMILES	CCO.CCO.CCO

***

--- two ---
Here is a cluster of 4 separate species, C6H18O3 in total from the OMol25 dataset. Energies are from the ωB97M-V functional and the def2-TZVPD basis.

```
! RIJCOSX wB97M-V def2-TZVPD def2/J DEFGRID3
* xyz 0 1
O 3.79 -0.06 -2.20
O 0.86 0.78 -2.45
O 0.35 -2.04 -2.56
C 0.71 -1.02 1.43
C -0.71 2.23 0.91
C -2.14 0.18 0.93
C -2.22 -0.48 2.33
C -0.81 0.91 0.84
C 0.43 0.08 0.44
H 1.00 0.58 -3.44
H -1.72 0.17 3.06
H -1.54 2.91 1.11
H 0.25 -0.23 -0.58
H 1.74 -1.39 1.31
H 0.68 -0.64 2.47
H -2.58 -0.47 0.11
H 3.77 -0.86 -1.66
H 0.24 -1.05 -2.62
H 2.98 0.44 -2.02
H 0.23 2.73 0.89
H -1.79 -1.47 2.25
H 1.17 -2.05 -3.12
H -3.32 -0.62 2.54
H 1.27 0.76 0.34
H -2.91 0.91 0.81
H 0.01 -1.86 1.35
H 0.27 1.54 -2.49
*
```

## Properties
gap between HOMO and LUMO	9.5	eV
E_HOMO	-0.3447	hartree
SMILES	C=C(CC)CC.O.O.O

***

Most stable structure, least stable structure: one, two.